[1]
32
Properties=species:S:1:pos:R:3 method="wB97M-V/def2-TZVPD" e_homo_ev=-13.0 total_charge=+1 lumo_ev=-4.3 max_force_ev_per_a=2.1
Na -2.874 1.374 -0.604
H 2.396 0.396 -2.131
O -1.215 1.365 -2.800
O 0.866 1.000 -0.773
O -0.611 -2.920 -1.817
O 2.337 -2.895 1.694
H 0.314 3.524 -1.609
O 0.611 4.427 -1.415
H -2.049 -1.880 0.364
H -0.200 -2.270 -1.233
O -1.142 -0.280 -0.339
Na 1.731 2.334 1.156
H 2.671 0.142 -3.617
O 2.641 -0.298 -2.761
Na 2.940 -2.161 -1.167
O -2.425 1.364 2.049
H -1.498 1.138 1.835
H -0.663 0.868 -2.175
O 1.096 -1.203 -0.005
H -2.370 2.187 2.550
H -1.553 -2.733 -1.762
O 0.227 0.430 1.491
H 0.461 4.544 -0.471
O 0.257 -0.650 3.965
O -2.636 -2.491 0.830
H 1.588 -2.379 1.367
S 0.256 -0.013 0.094
H -0.402 -0.196 4.502
H -3.350 -1.939 1.166
H 2.974 -2.241 1.999
H 0.216 -0.220 3.085
H -0.597 1.677 -3.468

[2]
118
Properties=species:S:1:pos:R:3 method="wB97M-V/def2-TZVPD" e_homo_ev=-8.0 lumo_ev=0.2 max_force_ev_per_a=1.5 smiles="C#CCc1cc(S(C)(=O)=O)c2c(c1P(C)C)N(CCCCNC(C)=O)c1cc(CCCCCN)c(C#C)c(CP(=O)(O)O)c1S2.CCOS(C)(=O)=O.CCOS(C)(=O)=O"
H 9.052 -1.711 3.916
C 4.090 -0.038 -4.075
H 9.219 -1.096 5.556
H -7.138 2.524 -0.654
H -3.151 -5.358 -1.875
C -6.823 2.714 0.368
H 5.249 1.030 -2.594
S 2.146 -3.180 2.898
H 4.113 2.264 0.271
H -1.939 -1.834 -3.390
C -5.367 3.082 0.427
N 6.123 -0.828 -2.906
H -7.398 3.545 0.765
H 0.573 2.389 -4.483
H -3.632 -3.909 -2.734
H 6.477 -1.060 -1.987
O 3.192 4.032 1.943
C 4.016 4.046 -1.973
O 8.466 -3.665 5.841
H 10.663 -1.410 4.574
C -1.873 -0.193 0.469
H -2.366 -1.521 -1.184
H 0.507 -6.740 -0.700
H -13.419 6.573 0.054
H 4.356 -2.806 3.383
C -3.238 1.906 0.163
C 0.871 -2.193 0.638
C 1.213 -3.302 1.403
H -2.442 2.060 -0.567
H 10.396 -3.222 6.220
C 0.653 -0.159 -1.401
H -1.840 -7.581 2.612
H 4.647 4.898 -2.030
H 5.892 -1.692 -3.379
C 9.661 -1.764 4.817
H -7.892 6.761 0.946
C 3.254 1.696 0.620
H 1.972 0.701 -5.553
C 4.912 0.012 -2.781
H 2.814 4.618 2.614
H -11.576 5.082 -1.896
H -1.542 -3.034 -4.609
O 2.358 2.002 3.230
H -3.262 -3.849 -0.977
H -4.346 2.869 -1.281
C 9.738 -3.177 5.354
S 1.392 -0.585 1.185
O 1.717 -2.030 3.657
C 1.603 2.300 -4.135
H -12.752 4.967 0.319
H 6.767 -5.776 6.276
O -10.877 6.714 -0.819
C 3.907 1.334 -4.782
C -0.294 -3.620 -0.921
C -1.568 -7.271 1.632
H 1.960 3.315 -3.966
C 3.296 3.092 -1.870
C -1.031 -6.767 0.687
H 10.126 -3.872 4.608
N -4.517 2.322 -0.446
P -1.242 -4.007 -2.443
H -0.255 -2.175 -3.696
C 0.790 -4.556 1.028
C -11.968 5.984 -1.425
O 0.926 2.970 1.345
S -9.883 5.906 0.122
O 6.731 -2.911 4.260
H -13.921 5.222 -0.982
C -8.637 7.140 0.248
O -9.373 4.785 -0.609
H 5.400 -5.187 5.284
H -3.001 2.524 1.027
C 6.273 -4.899 5.868
C -2.992 -4.284 -1.937
C 0.040 -4.718 -0.125
H 3.974 -2.077 1.813
H -1.081 -6.176 -1.290
C -1.237 -2.629 -3.647
S 7.376 -4.086 4.767
N -0.303 -1.204 -1.275
H 2.476 2.284 -6.061
H 5.987 -4.204 6.653
H -3.572 0.374 1.624
C 0.718 0.524 -2.605
H 4.502 1.331 -5.695
C -3.272 0.428 0.578
H -6.997 1.839 0.992
O 2.062 -4.451 3.577
H 0.051 0.221 -3.404
H 4.270 2.154 -4.167
C 2.411 1.971 -1.753
C -0.374 -6.143 -0.469
H 3.647 0.815 1.128
C 2.381 1.293 -0.531
C 1.579 1.584 -2.810
H -1.871 0.088 -1.650
H 1.045 -5.419 1.625
C 3.829 -2.952 2.441
H 3.095 -0.428 -3.867
C 0.112 -2.328 -0.514
C -13.081 5.667 -0.448
H -12.329 6.639 -2.215
H 4.295 -0.332 -1.946
H 2.533 1.054 3.140
C -1.661 -0.722 -0.947
O 7.953 -5.034 3.864
H -1.722 -1.005 1.179
C 1.492 0.238 -0.377
H 4.225 -3.848 1.972
P 2.299 2.718 1.795
H -3.993 -0.100 -0.043
C 2.460 1.612 -5.200
H -9.086 8.052 0.632
H -1.138 0.595 0.641
O -4.957 3.943 1.163
H 4.583 -0.697 -4.787
O -10.483 5.715 1.406
H -8.196 7.298 -0.732

[3]
48
Properties=species:S:1:pos:R:3 method="wB97M-V/def2-TZVPD" e_homo_ev=-8.1 lumo_ev=-0.3 max_force_ev_per_a=1.7 smiles="COc1cccc(N2CCN(S(=O)(=O)c3ccc(-n4cnnn4)cc3)CC2)c1"
C -3.229 0.890 -1.602
C 0.904 1.223 2.617
H 1.917 0.006 5.076
O 0.757 3.721 -1.718
H -3.646 1.640 -2.280
N 3.782 -1.042 2.703
H -1.070 -0.319 -3.816
C -1.265 -2.146 -1.964
H -0.657 2.567 1.994
C 0.234 -5.348 -1.176
N -2.590 -0.136 -2.398
H -2.213 -5.041 -0.459
H 0.498 1.072 3.605
C 2.080 0.591 2.223
H 0.094 -5.413 -0.092
C -2.259 -4.039 -0.852
C 0.249 2.048 1.721
C 2.627 -0.471 4.436
H -2.651 2.391 -0.128
N -1.140 2.115 -1.484
C -0.474 1.136 -2.313
C 2.601 0.782 0.945
H -0.445 -6.049 -1.672
C -1.168 -3.446 -1.472
O -0.993 4.132 -0.018
C -2.204 1.563 -0.679
N 2.769 -0.251 3.100
H -1.815 0.814 0.032
N 4.197 -1.674 3.710
O 0.052 -4.034 -1.643
C -2.442 -1.413 -1.856
H -1.984 1.199 -3.839
N 3.515 -1.351 4.805
H 0.045 0.390 -1.692
S -0.151 3.221 -0.733
H -4.033 0.468 -1.002
H 0.253 1.673 -2.921
H -0.378 -1.746 -2.428
C -1.528 0.445 -3.189
H 3.514 0.278 0.672
C 0.770 2.237 0.455
H -4.297 -3.774 -0.287
H 2.323 1.798 -0.930
C 1.938 1.610 0.059
C -3.437 -3.315 -0.752
H 1.263 -5.608 -1.421
C -3.540 -2.032 -1.243
H -4.485 -1.519 -1.175